2 unconnected molecules or ions with the total composition H5NS at a distorted geometry. Source: OMol25; level of theory: the ωB97M-V functional and the def2-TZVPD basis.

CARTESIAN COORDINATES (ANGSTROEM)
1 S -0.9856 -0.8133 -4.1259
2 N 0.3769 0.5249 1.5366
3 H 0.6313 -0.2849 2.0960
4 H 1.1735 1.1348 1.3294
5 H -0.8248 -1.9133 -3.3750
6 H -0.0220 0.2152 0.6277
7 H -0.3493 1.1366 1.9113

Values from the calculation:
Kohn-Sham gap, eV: 2.98
E_tot, Eh: -455.788444
Lowest unoccupied orbital energy, eV: -2.13



3 unconnected molecules or ions with the total composition H5O2 at a distorted geometry. Source: OMol25; level of theory: the ωB97M-V functional and the def2-TZVPD basis.

CARTESIAN COORDINATES (ANGSTROEM)
1 O -0.9028 0.5128 -0.3535
2 O 1.2845 -0.7516 0.2269
3 H -0.8125 1.0417 -1.1665
4 H -0.3038 -0.7938 -0.1366
5 H 1.8189 -0.7271 1.0395
6 H -1.7403 0.7323 0.0846
7 H 0.6561 -0.0143 0.3056

Values from the calculation:
Kohn-Sham gap, eV: 12.34
E_tot, Eh: -153.084586
Total charge: +1
Lowest unoccupied orbital energy, eV: -6.33



3 unconnected molecules or ions with the total composition H5O2S at a distorted geometry. Source: OMol25; level of theory: the ωB97M-V functional and the def2-TZVPD basis.

CARTESIAN COORDINATES (ANGSTROEM)
1 S -3.7945 -1.1086 -0.0033
2 O 4.8293 -3.9380 2.1613
3 O -2.6198 4.1226 -1.9896
4 H -2.9279 3.6123 -2.6986
5 H -2.5269 -0.5387 -0.1914
6 H 5.0795 -3.5263 3.0248
7 H 5.2163 -3.4323 1.5347
8 H -3.2559 4.8090 -1.8380

Values from the calculation:
Kohn-Sham gap, eV: 4.79
E_tot, Eh: -551.668420
Total charge: -1
Lowest unoccupied orbital energy, eV: 2.59



3 unconnected molecules or ions with the total composition H5O2S at a distorted geometry. Source: OMol25; level of theory: the ωB97M-V functional and the def2-TZVPD basis.

CARTESIAN COORDINATES (ANGSTROEM)
1 S -0.7279 -2.1270 0.4947
2 O -0.5825 1.8763 -1.9572
3 O 1.7168 1.8893 0.9481
4 H -0.6483 1.6212 -1.0263
5 H 2.5222 1.3655 0.7989
6 H 0.0365 -1.4068 1.2518
7 H -0.5988 1.0532 -2.4119
8 H 1.1531 1.0956 1.0193

Values from the calculation:
Kohn-Sham gap, eV: 6.60
E_tot, Eh: -551.693029
Total charge: -1
Lowest unoccupied orbital energy, eV: 3.79



3 unconnected molecules or ions with the total composition H5O3 at a distorted geometry. Source: OMol25; level of theory: the ωB97M-V functional and the def2-TZVPD basis.

CARTESIAN COORDINATES (ANGSTROEM)
1 O 0.3561 0.4851 0.3143
2 O 1.4864 -1.6815 -0.1970
3 O -1.9491 1.2256 -0.1834
4 H 1.0503 -0.6802 -0.0700
5 H -0.9144 0.9832 0.0724
6 H 0.4970 0.4461 1.2373
7 H -2.2652 0.4396 -0.5205
8 H 2.4851 -1.4225 -0.1899

Values from the calculation:
Kohn-Sham gap, eV: 9.44
E_tot, Eh: -228.739223
Total charge: -1
Lowest unoccupied orbital energy, eV: 4.94



3 unconnected molecules or ions with the total composition H5S3 at a distorted geometry. Source: OMol25; level of theory: the ωB97M-V functional and the def2-TZVPD basis.

CARTESIAN COORDINATES (ANGSTROEM)
1 S 0.0143 1.7048 1.8346
2 S 1.2528 -1.1960 0.1256
3 S -2.0996 -0.3557 -1.4407
4 H 0.7465 1.8941 0.6756
5 H 2.4446 -1.2859 -0.2230
6 H 0.0984 0.4229 1.7538
7 H -1.0196 -0.1881 -2.2817
8 H -1.4373 -0.9960 -0.4442

Values from the calculation:
Kohn-Sham gap, eV: 6.49
E_tot, Eh: -1197.573004
Total charge: -1
Lowest unoccupied orbital energy, eV: 3.50



30 unconnected molecules or ions with the total composition H60O30 at a distorted geometry. Source: OMol25; level of theory: the ωB97M-V functional and the def2-TZVPD basis.

CARTESIAN COORDINATES (ANGSTROEM)
1 O 1.1899 -5.0672 2.6985
2 O -1.1642 2.1479 -1.4070
3 O 1.2157 5.3460 -3.0424
4 O -3.1254 1.4062 0.3512
5 O -1.9593 1.6790 3.2070
6 O 0.8436 3.7016 0.2943
7 O -1.4141 -2.8717 -3.7538
8 O -0.6185 5.8011 2.4218
9 O 3.5193 3.3637 2.9207
10 O 1.2186 -5.2112 -1.2299
11 O -2.7395 2.6111 -3.6883
12 O 3.2931 2.0077 -1.1048
13 O -0.8239 5.8108 -0.4506
14 O 1.3413 -1.5210 -1.5652
15 O 3.7764 -3.7309 -0.6557
16 O -0.4939 -1.3739 2.6695
17 O 4.2580 0.9315 4.0970
18 O -3.1892 -1.0732 -0.3844
19 O -4.0795 -2.2445 -2.7092
20 O 2.2345 -0.3304 2.9455
21 O 3.4814 -0.6651 0.0576
22 O -1.5021 -3.3307 4.4163
23 O 2.2307 -0.4341 -3.9440
24 O -2.6402 -4.6296 -1.5498
25 O -0.7650 -4.5411 0.5249
26 O -3.5625 4.1893 -1.4054
27 O 0.7526 2.3715 2.9294
28 O 0.8599 -2.2615 -5.1941
29 O 0.0473 0.4434 0.3306
30 O -3.3594 -1.9616 2.0911
31 H -2.9575 -1.4673 0.4565
32 H 3.7853 4.1614 3.3779
33 H -0.8860 -2.7183 4.0141
34 H -1.5906 -4.0370 3.7764
35 H 3.4951 0.7648 3.5435
36 H -3.2721 2.2488 0.7809
37 H 1.5037 -2.6797 -5.7659
38 H -0.2149 5.0724 -0.4568
39 H -0.2083 1.1191 -0.2973
40 H -2.5819 -3.7695 -1.9658
41 H 1.9025 -5.6590 2.4575
42 H -1.0539 5.9245 0.4716
43 H -2.9036 -5.2202 -2.2555
44 H 2.2302 0.5231 -3.9398
45 H 3.8960 2.6641 -0.7558
46 H 1.8913 5.9063 -3.4243
47 H -1.4596 -4.5018 -0.1326
48 H 1.5972 4.4682 -3.0539
49 H 1.3007 -6.1177 -0.9337
50 H -1.0457 6.2057 3.1768
51 H -0.5789 -1.3505 1.7164
52 H -1.9042 1.8138 -0.9001
53 H 1.0740 1.4848 2.7656
54 H 1.3885 -0.9891 -2.3596
55 H -3.0674 4.9108 -1.0173
56 H 0.8087 -4.7978 1.8628
57 H 0.8525 -2.3011 -1.8274
58 H -1.8656 0.8385 3.6552
59 H -2.2686 2.0553 -4.3093
60 H 4.6316 1.7427 3.7528
61 H 2.8370 -3.8847 -0.7570
62 H -0.2797 4.9701 2.7547
63 H -3.4477 -0.1776 -0.1667
64 H 0.3452 -0.9483 2.8461
65 H 2.3543 -1.1345 3.4508
66 H -0.7551 2.7972 -0.8349
67 H -2.3224 2.4353 -2.8449
68 H 0.1777 -0.3416 -0.2013
69 H 1.3628 -1.6144 -4.6994
70 H 0.9161 3.0533 0.9948
71 H 3.0570 -0.6719 -4.3647
72 H -2.9099 -1.5175 2.8101
73 H -3.9202 3.7132 -0.6559
74 H 2.9925 2.3757 -1.9357
75 H -0.1942 2.3109 2.8022
76 H 4.0703 -4.4228 -0.0632
77 H -3.5519 -2.8353 2.4315
78 H -1.7662 -3.5687 -4.3074
79 H 2.5016 -0.5636 2.0564
80 H 1.6529 4.2095 0.3526
81 H -2.5682 2.1758 3.7534
82 H -3.3820 -2.2977 -3.3626
83 H -1.1894 -4.9070 1.3009
84 H -2.4500 0.9814 0.8800
85 H 2.9200 -1.1578 -0.5410
86 H 2.5759 3.3041 3.0713
87 H 3.4017 0.2438 -0.2319
88 H -0.5949 -2.6181 -4.1791
89 H -3.6472 -1.9102 -1.9233
90 H 0.4903 -4.8570 -0.7198

Values from the calculation:
Kohn-Sham gap, eV: 9.24
E_tot, Eh: -2293.205990
Lowest unoccupied orbital energy, eV: -0.74



30 unconnected molecules or ions with the total composition H60O30 at a distorted geometry. Source: OMol25; level of theory: the ωB97M-V functional and the def2-TZVPD basis.

CARTESIAN COORDINATES (ANGSTROEM)
1 O -1.6192 -0.7466 -4.8635
2 O 4.0960 1.9574 0.0445
3 O 2.0415 -2.0794 -4.6122
4 O 0.5971 4.9444 -1.4452
5 O -3.9343 -3.4747 -0.2954
6 O -0.3429 -0.0655 0.2908
7 O 3.1354 0.8542 -2.0942
8 O 1.8613 -1.3954 -0.5023
9 O -0.8290 4.5482 4.5503
10 O -0.2417 4.7898 1.5207
11 O 1.3922 0.4163 -4.8922
12 O 1.1255 2.2329 -0.2394
13 O 0.3356 1.9206 5.0950
14 O 3.9636 -0.8767 0.9255
15 O -2.6662 -2.1033 2.1072
16 O -2.1018 3.2508 -2.3664
17 O -2.7043 1.3172 4.3280
18 O 1.8547 -3.6634 -2.2029
19 O 0.4241 -2.8255 1.8301
20 O -2.5305 0.9618 1.4971
21 O 0.8359 -2.8116 5.2671
22 O 2.9104 -3.7630 3.0136
23 O -0.2172 0.7663 -2.6377
24 O -0.8018 -4.4959 -2.7957
25 O -3.3131 -0.6157 -0.7064
26 O 2.1505 3.4537 -3.0773
27 O -1.2466 -2.1546 -2.0722
28 O -1.2933 -4.5660 0.5723
29 O -0.1974 -0.6438 3.8075
30 O -2.6724 3.7230 0.5143
31 H -1.2795 3.7884 -2.4359
32 H -2.0651 -1.8376 -1.5969
33 H -0.9259 -0.0235 -0.5133
34 H -2.1650 -4.1586 0.6122
35 H 3.9855 1.6656 -0.8895
36 H 0.2294 -0.8016 -0.0094
37 H -4.0278 -0.1018 -1.1011
38 H 0.0425 -1.1465 3.0266
39 H 0.1738 1.2653 -1.9173
40 H 2.1505 -2.6916 -3.8772
41 H 1.9031 -2.2508 -0.9388
42 H 0.0631 5.7691 -1.3193
43 H 0.9303 1.4847 0.3392
44 H 1.2584 2.1086 4.9854
45 H -1.6354 0.8322 1.2122
46 H -1.0640 -1.4413 -2.7090
47 H -0.2458 -3.4942 1.5954
48 H 2.6279 -1.3212 0.1164
49 H -0.6188 5.1314 2.3486
50 H -1.0577 -0.2964 3.6780
51 H -0.5973 3.6147 4.6918
52 H -3.1419 -0.1340 0.1525
53 H -3.2205 1.4189 3.5133
54 H 3.8461 -0.8322 1.8937
55 H 2.0014 -3.4133 3.0733
56 H 4.3956 2.8535 0.0499
57 H -0.0896 -2.8936 5.5948
58 H 0.4171 0.7278 -3.3704
59 H -2.2379 0.0188 -4.8204
60 H -1.2192 -5.2318 -0.1337
61 H -1.2011 -3.6260 -2.5880
62 H -3.3987 -1.4962 2.1479
63 H -3.5654 -2.6252 -0.0004
64 H 0.8424 -2.7038 0.9615
65 H -1.8184 4.1567 0.7943
66 H -0.8851 4.8548 5.4632
67 H 0.9567 -4.0931 -2.1745
68 H 0.2608 4.3127 -0.8041
69 H 0.2719 0.9703 4.8411
70 H 0.7682 -1.9739 4.7967
71 H -2.6698 1.8877 1.2493
72 H 2.5525 -2.4420 -5.3431
73 H -1.7786 2.3457 -2.4467
74 H 2.6311 0.0492 -2.0111
75 H -1.9220 -1.4921 1.9430
76 H 2.9593 -4.1627 3.9221
77 H 4.4186 -0.0468 0.6522
78 H 1.8903 -0.3634 -4.6281
79 H 1.9820 1.0970 -5.2075
80 H -0.7346 -0.3302 -4.8407
81 H 2.0684 2.2950 -0.1952
82 H 2.4016 3.8924 -3.9009
83 H 2.4936 1.5359 -2.3421
84 H -4.7793 -3.5422 0.1555
85 H -2.6078 3.5299 -0.4086
86 H -3.2777 1.3700 5.0546
87 H 0.2933 4.0277 1.7614
88 H 2.5330 -4.3501 -2.2502
89 H -0.5883 -4.5609 -3.7387
90 H 1.4581 4.0191 -2.6748

Values from the calculation:
Kohn-Sham gap, eV: 10.38
E_tot, Eh: -2293.330305
Lowest unoccupied orbital energy, eV: 0.00



34 unconnected molecules or ions with the total composition H68O34 at a distorted geometry. Source: OMol25; level of theory: the ωB97M-V functional and the def2-TZVPD basis.

CARTESIAN COORDINATES (ANGSTROEM)
1 O -0.1399 0.3803 0.2385
2 O 3.0624 -1.7239 3.9971
3 O -4.3853 -3.1631 -0.3889
4 O 0.4543 3.5453 -1.4047
5 O -0.2035 1.6809 5.0374
6 O 4.7371 3.0426 -2.5063
7 O -3.7304 1.0202 3.3672
8 O 1.4777 -0.7086 -3.7380
9 O 2.9621 3.8894 1.7131
10 O -1.0661 0.5926 -3.7522
11 O 0.3842 2.2811 2.0115
12 O 0.4908 -0.6190 2.8202
13 O 1.2588 -2.2271 0.0328
14 O -4.8548 -0.6708 -1.8977
15 O 2.9240 0.2605 1.9777
16 O 3.1661 -4.0839 0.1286
17 O -2.4243 -1.0935 -0.2271
18 O -3.5477 4.9770 0.5497
19 O -3.5009 -2.4499 2.3674
20 O -0.7535 -2.9329 4.7150
21 O -3.2914 1.5462 -0.6438
22 O 1.7386 -3.3572 -2.8685
23 O 2.6261 -0.0131 -1.5074
24 O -4.2694 1.6299 -3.2042
25 O -1.4401 3.3311 -3.3440
26 O 2.7561 2.4844 -0.6178
27 O -5.3764 1.0294 1.1402
28 O -1.7020 -3.0882 -2.2688
29 O -0.4371 -3.2504 2.0555
30 O 4.4443 -2.8268 -2.5600
31 O 4.2519 -1.4401 0.0926
32 O -2.0871 3.3653 2.7219
33 O 0.8967 2.0971 -5.6830
34 O 5.6120 0.4219 1.9773
35 H 3.4432 -4.4983 0.9458
36 H -1.4524 3.6631 -4.2417
37 H -3.1948 0.3839 3.8410
38 H 2.3634 3.1617 1.8809
39 H 3.1221 3.1750 -0.0654
40 H -0.9035 1.1345 5.3946
41 H -0.9509 -0.1122 0.1124
42 H 0.1456 -1.4916 2.6314
43 H 5.9534 -0.0365 2.7451
44 H -0.3632 -3.2064 3.8849
45 H 2.2563 -1.6209 4.5029
46 H -1.6798 -0.1121 -3.5450
47 H -4.4831 -0.8296 -1.0300
48 H -0.4380 3.7144 -1.7073
49 H 2.6693 -3.1545 -2.7736
50 H 1.6635 -1.4763 0.4672
51 H 5.1543 -1.2630 0.3585
52 H -4.5164 0.7865 -2.8249
53 H 4.2185 -3.0043 -1.6469
54 H -3.7836 -3.7475 -0.8502
55 H 3.0612 4.3195 2.5625
56 H 5.3877 -2.9817 -2.6085
57 H -1.2947 2.3897 -3.4383
58 H -0.2210 0.1540 -3.8500
59 H -2.6410 0.8516 -0.7471
60 H -4.3920 -2.2376 2.0898
61 H -4.7710 0.9356 1.8756
62 H -4.8385 1.3788 0.4296
63 H -1.3945 -3.6151 4.9151
64 H 0.9683 4.2732 -1.7544
65 H 3.8753 2.7190 -2.2441
66 H 3.2088 -0.4878 -0.9146
67 H -1.5968 3.6237 3.5023
68 H 3.0961 -0.9473 3.4385
69 H 4.7312 0.0667 1.8577
70 H 2.8477 0.9086 -1.3746
71 H 1.6282 1.5004 -5.8415
72 H 4.7183 3.0273 -3.4632
73 H 2.2151 -0.8071 -4.3404
74 H -0.1910 -2.9533 1.1796
75 H 4.0692 -2.3162 0.4324
76 H -3.5497 1.7680 -1.5384
77 H -0.5068 2.6283 2.0533
78 H 0.4833 -0.0251 -0.3644
79 H 0.4301 1.8393 1.1636
80 H 1.8837 -0.5569 -2.8845
81 H -0.8212 -3.4424 -2.3908
82 H -3.0057 4.3848 1.0709
83 H 1.9605 -2.8751 -0.0297
84 H 0.1796 1.1527 4.3371
85 H 1.3403 -2.5321 -3.1455
86 H -4.8667 -1.5321 -2.3150
87 H 2.9995 0.8293 1.2115
88 H 0.6720 1.9622 -4.7623
89 H -3.8189 1.4043 -4.0181
90 H -3.5960 -2.7485 3.2719
91 H 0.1037 -0.0573 2.1488
92 H -3.8178 4.4536 -0.2048
93 H -2.1891 -3.3867 -3.0369
94 H -1.3940 -3.2700 2.0423
95 H -2.7187 2.7194 3.0382
96 H 1.9946 0.2860 2.2049
97 H -2.7711 -1.7160 0.4120
98 H 3.1512 -4.7974 -0.5092
99 H -2.1084 -1.6395 -0.9470
100 H -4.5906 0.9673 3.7836
101 H -5.0098 -3.7498 0.0377
102 H 1.8423 2.7389 -0.7464

Values from the calculation:
Kohn-Sham gap, eV: 9.37
E_tot, Eh: -2599.032450
Lowest unoccupied orbital energy, eV: -0.70



4 unconnected molecules or ions with the total composition H6IO3 at a distorted geometry. Source: OMol25; level of theory: the ωB97M-V functional and the def2-TZVPD basis.

CARTESIAN COORDINATES (ANGSTROEM)
1 I 38.5870 25.8900 21.9240
2 O 37.5930 24.4690 18.6760
3 O 39.2860 23.5520 24.2890
4 O 39.8740 28.9830 20.4480
5 H 39.2730 28.4260 20.7750
6 H 38.3190 23.9440 18.8990
7 H 37.7650 25.2460 19.1610
8 H 39.5490 29.7360 20.8830
9 H 39.4890 24.2890 23.7240
10 H 38.6560 23.1540 23.8270

Values from the calculation:
Kohn-Sham gap, eV: 7.77
E_tot, Eh: -527.097903
Total charge: -1
Lowest unoccupied orbital energy, eV: 3.52



Q: Which formula does entry 8 have?
A: H60O30



Q: Which value of Kohn-Sham gap does entry 6 give?
A: 6.49 eV



Q: Number 3 is which compound?
A: H5O2S